(1)
A cluster of 2 separate species, C3H11N2O2 in total, computed with ωB97M-V with the def2-TZVPD basis set.

```
18
Properties=species:S:1:pos:R:3:forces:R:3
N -1.3553 -0.5835 -1.5253 -1.1262 -1.0812 -0.0850
C -1.2596 -0.2166 -0.0657 -0.7947 2.8150 -1.2759
C -0.3849 -1.0964 0.7935 -2.4208 -0.6683 -2.3422
N 0.3235 -0.4911 1.8000 0.5247 0.0069 -0.9818
C 0.4145 0.9750 1.7418 2.1372 0.1410 1.6517
O -0.5083 -2.2608 0.4319 1.6681 0.0375 1.7203
H -0.5467 -0.3828 -2.1210 0.3550 -0.0843 0.3076
H -2.1605 -0.0908 -1.9437 0.3023 0.3573 0.1872
H -1.6580 -1.5608 -1.6599 0.6098 -0.1324 0.0915
H -0.9955 0.8482 -0.1393 0.2832 -0.4005 0.4407
H -2.2948 -0.1836 0.2805 0.0776 -0.4213 0.3907
H 1.1503 -1.0679 2.0767 -0.4882 0.5825 0.5804
H 0.9984 1.1724 0.8303 -0.0771 0.2060 -0.2941
H 1.0493 1.3408 2.5557 0.3454 -0.5826 -0.0134
H -0.4170 1.6497 1.8756 -1.1624 -0.7491 -0.5192
H 3.0546 0.5629 -1.0784 0.0646 -0.2424 0.2646
H 2.3955 0.9079 -2.3465 -0.3032 0.0011 -0.2348
O 2.1944 0.4775 -1.5062 0.0047 0.2149 0.1117
```
Forces are in eV/Å.

As for the energy above the lowest of the compared OMol25 structures with the same formula, charge and spin: 47.6 kcal per mole. The HOMO energy (spin up / spin down) is -19.1 / -19.0 eV. As for the multiplicity: 2. Its LUMO energy (spin up / spin down) is -8.8 / -13.7 eV. The calculation puts the total energy at -10343.804 eV. As for the charge: +2.



(2)
An isolated molecule of C17H26N4O5S, computed with ωB97M-V with the def2-TZVPD basis set.

```
53
Properties=species:S:1:pos:R:3:forces:R:3
O -0.0480 -1.3817 -2.7285 0.0467 -0.0857 -0.1102
N 0.2598 -1.4023 -1.5533 0.3994 -0.1593 -0.6524
O 1.3521 -1.8174 -1.1662 0.1382 -0.1219 -0.0557
C -0.6637 -0.8990 -0.6042 -1.0428 0.5645 0.6949
C -1.8820 -0.4278 -1.1069 0.2909 -0.1555 -0.0534
C -2.8048 0.1440 -0.2759 -0.5165 0.3171 -0.2051
S -4.3736 0.6923 -0.9401 0.7379 -0.2966 0.0984
O -4.9486 1.6125 0.0048 0.1781 0.1153 -0.0203
O -5.1397 -0.4614 -1.3077 0.0111 -0.0548 -0.2986
N -3.8475 1.4515 -2.3442 -0.2728 -0.6900 0.8731
C -3.5796 2.8643 -2.1559 0.1611 0.6183 0.2121
C -4.9025 3.5499 -2.5014 0.0869 0.0125 0.0114
C -5.4406 2.6978 -3.6574 0.0444 0.0348 0.0054
C -4.7289 1.3377 -3.4976 -0.4215 -0.3699 -0.4865
C -2.5341 0.2729 1.0858 -0.0140 0.0099 -0.0488
C -1.3567 -0.1952 1.6038 0.0057 0.0035 0.0023
C -0.3807 -0.8268 0.7927 -0.0266 -0.1562 -0.2937
N 0.7295 -1.3604 1.3144 0.5119 -0.3073 -0.2148
C 1.2153 -1.2036 2.6600 0.0184 0.3620 0.3985
C 1.9652 0.1229 2.8487 0.0541 -0.2018 -0.2037
C 3.0228 0.3092 1.7529 -0.1421 0.0331 0.1739
N 3.7685 -0.9156 1.5269 0.0796 0.0884 -0.1403
C 4.3480 -0.9964 0.1949 0.1855 -0.3067 -0.0684
C 4.9951 -2.3697 0.0193 -0.1692 0.2720 -0.2635
O 5.9861 -2.6063 0.9933 0.1511 0.0155 -0.0280
C 5.4383 -2.5080 2.2838 -0.0671 0.1873 0.3468
C 4.8075 -1.1349 2.5188 0.0970 -0.3704 -0.0513
H -2.0820 -0.5108 -2.1634 0.0771 -0.0021 -0.0473
H -3.2614 3.0373 -1.1293 0.1335 0.1810 -0.0801
H -2.7825 3.1599 -2.8446 0.0006 -0.0046 0.0668
H -4.7740 4.5958 -2.7723 -0.0220 0.0486 0.0337
H -5.5623 3.4808 -1.6367 0.0114 0.0677 -0.0108
H -5.1834 3.1452 -4.6174 -0.0568 -0.0137 -0.0188
H -6.5220 2.5915 -3.6076 -0.0241 0.0149 -0.0615
H -5.4142 0.5103 -3.3189 0.0168 0.0405 -0.2362
H -4.1164 1.1042 -4.3731 -0.0909 -0.0113 0.0655
H -3.2729 0.7509 1.7094 -0.0185 0.0541 0.1775
H -1.1657 -0.0876 2.6582 0.0288 0.0065 0.1023
H 1.4125 -1.7130 0.6474 -0.3491 0.1011 0.1923
H 0.3971 -1.2838 3.3785 0.0583 -0.0835 -0.0141
H 1.9125 -2.0238 2.8346 -0.1572 0.0214 0.0397
H 2.4277 0.1216 3.8358 -0.0285 0.0636 0.1009
H 1.2683 0.9612 2.8037 -0.0096 0.0660 0.0840
H 2.5183 0.5671 0.8185 0.0389 0.0180 0.0121
H 3.6806 1.1540 2.0178 -0.0232 -0.0311 -0.1052
H 3.5563 -0.8870 -0.5481 0.0407 0.0659 -0.0139
H 5.1075 -0.2118 0.0345 -0.0363 -0.0159 -0.0215
H 5.4924 -2.4381 -0.9487 -0.0881 -0.0137 0.0131
H 4.2143 -3.1416 0.0832 0.0396 0.0259 -0.0333
H 6.2594 -2.6801 2.9821 -0.0957 -0.0052 0.0106
H 4.6704 -3.2850 2.4238 0.0640 0.0508 0.0323
H 4.3690 -1.1046 3.5176 0.0372 0.0075 0.0551
H 5.5933 -0.3610 2.4544 -0.0725 -0.0104 0.0347
```
Forces are in eV/Å.

As for the energy above the lowest of the compared OMol25 structures with the same formula, charge and spin: 102.1 kcal per mole. The HOMO energy is -8.6 eV. As for the multiplicity: 1. Its LUMO energy is -0.7 eV. The calculation puts the total energy at -45080.712 eV. The SMILES is O=[N+]([O-])c1cc(S(=O)(=O)N2CCCC2)ccc1NCCCN1CCOCC1.



(3)
A structure of composition C33H56N13O2Sr, computed with ωB97M-V with the def2-TZVPD basis set.

```
105
Properties=species:S:1:pos:R:3:forces:R:3
Sr -0.3711 -0.2033 -0.2256 -0.0149 -0.4792 -0.3135
C 3.0360 -0.9731 1.5512 0.0017 -0.0257 0.0176
N 2.9761 0.0191 2.6055 0.0193 0.0388 -0.0399
C 4.0006 -0.1498 3.6230 0.0031 -0.0258 0.0262
C 2.0109 0.9811 2.6544 -0.0872 -0.0068 0.0172
N 1.0320 0.9926 1.8078 -0.0134 -0.0221 -0.1040
C 0.0925 2.1110 1.8358 -0.0036 0.0779 0.1877
C 0.2294 3.0291 0.6202 0.0786 0.2096 0.0234
N -0.0641 2.3921 -0.6630 0.0348 -0.6218 0.1517
C 1.0034 2.5418 -1.6492 0.0266 0.1578 -0.1321
C 2.2807 1.7887 -1.3196 0.0361 0.0708 0.0176
N 2.1092 0.3424 -1.3651 -0.1607 0.0597 0.0509
C 3.1269 -0.3735 -1.7375 0.0411 0.0074 0.0256
N 4.4132 0.1140 -1.8830 -0.0451 0.0134 -0.0486
C 5.0516 0.8999 -0.8471 -0.0208 -0.0048 -0.0172
C 5.2706 -0.3061 -2.9755 0.0130 0.0457 0.0131
N 2.9733 -1.7016 -2.0346 0.0219 0.0342 0.0362
C 1.6419 -2.2645 -2.0977 -0.0036 0.0262 0.0035
C 3.9974 -2.6653 -1.6547 -0.0132 -0.0189 0.0084
C -1.3693 2.7162 -1.2402 -0.0488 0.0983 -0.0377
C -2.5748 2.5054 -0.3388 0.0146 0.0658 0.0217
N -2.7714 1.1504 0.1742 0.1497 0.0127 -0.0177
C -4.0130 0.7432 0.2273 -0.0066 0.0536 -0.0010
N -4.3399 -0.4448 0.7875 -0.0301 0.0309 0.0072
C -5.6903 -0.7379 1.2494 -0.0102 -0.0332 -0.0364
C -3.3182 -1.3266 1.3027 0.0421 0.0059 0.0525
N -5.0730 1.4818 -0.3156 -0.0429 -0.1532 -0.0324
C -5.5527 2.6747 0.3467 0.0020 0.0152 0.0236
C -5.9999 0.8321 -1.2261 -0.0036 0.0447 0.0227
N 2.2039 1.9090 3.7071 -0.0748 0.0204 -0.0114
C 2.7726 3.1979 3.3716 -0.0134 -0.0252 0.0015
C 1.3083 1.8558 4.8470 0.0173 0.0064 -0.0777
H 2.7287 -1.9574 1.9134 0.0122 -0.0008 -0.0032
H 4.0678 -1.0525 1.1964 -0.0138 -0.0151 0.0030
H 2.4075 -0.6747 0.7206 -0.0046 0.0068 0.0092
H 3.9604 -1.1692 4.0150 0.0104 -0.0010 0.0003
H 3.8527 0.5521 4.4342 0.0054 -0.0085 -0.0112
H 4.9926 0.0077 3.1915 -0.0027 -0.0108 -0.0055
H 0.2094 2.7421 2.7153 0.0100 -0.0002 0.0773
H -0.9265 1.7102 1.8861 -0.0227 0.0324 -0.0829
H 1.2564 3.4013 0.5999 -0.0079 0.0249 0.0026
H -0.4090 3.9081 0.7691 -0.0172 -0.0158 -0.0150
H 1.2523 3.6041 -1.8007 -0.0128 0.0020 0.0510
H 0.6203 2.1786 -2.6017 0.0149 0.0190 0.0032
H 2.6183 2.1014 -0.3250 0.0136 0.0054 -0.0005
H 3.0411 2.1335 -2.0282 0.0392 -0.0735 -0.0119
H 4.4021 0.9755 0.0216 0.0083 0.0255 0.0015
H 5.3039 1.9080 -1.1888 0.0009 -0.0002 0.0078
H 5.9778 0.4079 -0.5321 0.0034 0.0030 0.0004
H 4.6887 -0.8507 -3.7143 0.0066 0.0025 -0.0019
H 6.0934 -0.9436 -2.6355 0.0108 0.0136 -0.0200
H 5.7036 0.5756 -3.4540 0.0030 -0.0097 -0.0087
H 0.9533 -1.5702 -2.5683 0.0001 -0.0045 -0.0283
H 1.2634 -2.5211 -1.0996 0.0107 -0.0175 0.0017
H 1.6667 -3.1833 -2.6834 -0.0130 -0.0106 0.0125
H 4.9004 -2.1615 -1.3248 -0.0215 -0.0249 0.0167
H 4.2460 -3.3193 -2.4922 -0.0059 0.0016 0.0011
H 3.6335 -3.2896 -0.8321 -0.0060 0.0002 -0.0027
H -1.4892 2.1012 -2.1360 -0.0118 0.0088 -0.0011
H -1.4003 3.7679 -1.5686 0.0310 -0.0015 0.0119
H -3.4305 2.8377 -0.9313 0.0148 -0.0179 0.0048
H -2.5041 3.1968 0.5104 -0.0087 -0.0014 -0.0071
H -6.3097 0.1522 1.2439 0.0073 0.0168 0.0003
H -5.6396 -1.1009 2.2765 0.0078 0.0022 0.0015
H -6.1607 -1.5073 0.6340 -0.0002 0.0012 0.0036
H -2.5551 -1.5231 0.5594 -0.0650 0.0248 -0.0415
H -3.7736 -2.2892 1.5284 0.0192 -0.0038 0.0175
H -2.8588 -0.9244 2.2141 0.0003 0.0137 -0.0151
H -4.8007 3.0529 1.0372 -0.0259 0.0023 -0.0092
H -6.4709 2.4831 0.9172 0.0098 -0.0115 0.0045
H -5.7726 3.4560 -0.3861 0.0042 0.0131 0.0143
H -5.5695 -0.0987 -1.5937 0.0070 0.0029 0.0034
H -6.1818 1.4884 -2.0808 0.0001 -0.0059 -0.0032
H -6.9680 0.6104 -0.7629 -0.0007 -0.0015 -0.0125
H 3.4812 3.0826 2.5501 0.0013 0.0052 0.0034
H 3.3186 3.5904 4.2319 0.0035 0.0079 -0.0011
H 2.0231 3.9461 3.0790 0.0023 0.0002 -0.0042
H 0.9915 0.8263 5.0153 -0.0038 -0.0012 0.0011
H 0.4097 2.4764 4.7422 -0.0087 0.0078 -0.0078
H 1.8420 2.1924 5.7383 0.0058 -0.0010 0.0061
O -3.5967 -2.7310 -1.9576 -0.0088 0.0013 -0.0149
C -2.4706 -2.2695 -2.0125 0.0541 0.0196 0.1321
N -1.4547 -2.4469 -1.1204 0.0715 0.1847 0.0963
C -1.3605 -3.6408 -0.4799 0.0398 -0.0367 -0.0923
O -1.7261 -4.7311 -0.8808 -0.0111 0.0340 0.0434
C -0.6578 -3.5877 0.8720 -0.0256 -0.0143 0.0613
C -0.5059 -4.7755 1.5770 -0.0129 -0.0135 0.0082
C 0.0331 -4.7389 2.8495 0.0035 0.0261 -0.0086
C 0.3982 -3.5113 3.3858 -0.0102 -0.0202 0.0029
C 0.2296 -2.3803 2.6094 0.0033 0.0197 -0.0007
N -0.2757 -2.4071 1.3721 0.0408 0.0739 0.0019
C -2.1230 -1.3412 -3.1572 -0.0654 -0.0099 -0.0433
C -2.8133 -1.5113 -4.3511 -0.0241 0.0218 -0.0040
C -2.4469 -0.7613 -5.4525 0.0046 -0.0038 0.0260
C -1.4034 0.1418 -5.3170 0.0027 0.0124 0.0057
C -0.7959 0.2657 -4.0810 -0.0073 0.0574 -0.0253
N -1.1404 -0.4463 -3.0042 0.0253 -0.0141 -0.0034
H -0.8355 -5.6907 1.1070 -0.0007 0.0019 -0.0041
H 0.1553 -5.6493 3.4216 0.0004 0.0022 0.0019
H 0.8032 -3.4296 4.3852 0.0019 0.0038 -0.0025
H 0.5126 -1.4019 2.9839 -0.0010 -0.0033 0.0049
H -3.6092 -2.2414 -4.3817 0.0004 -0.0003 -0.0031
H -2.9539 -0.8853 -6.4003 0.0004 0.0017 -0.0003
H -1.0622 0.7433 -6.1480 0.0003 -0.0050 -0.0018
H 0.0214 0.9655 -3.9586 -0.0018 -0.0227 0.0150
```
Forces are in eV/Å.

As for the energy above the lowest of the compared OMol25 structures with the same formula, charge and spin: 16.7 kcal per mole. The HOMO energy is -10.6 eV. As for the multiplicity: 1. Its LUMO energy is -1.8 eV. The calculation puts the total energy at -59430.127 eV. As for the charge: +1.